(1)
Density functional theory data (ωB97M-V/def2-TZVPD) for a molecular structure, C23H50NO5P2SSiTi in a non-equilibrium geometry.

As for the highest occupied orbital energy (spin up / spin down): -10.69 / -11.16 eV. The total energy is -3557.1576 a.u. The calculation puts the orbital gap (spin up / spin down) at 7.342 / 5.794 eV. The LUMO energy (spin up / spin down) is -3.345 / -5.371 eV. The expectation value of S² is 2.04.

The geometry in ORCA input format:
```
! RIJCOSX wB97M-V def2-TZVPD def2/J DEFGRID3
* xyz 1 3
Ti 0.256 -0.093 -1.650
P -2.120 0.226 -2.201
C -1.939 0.682 -3.905
C -0.683 1.112 -4.358
N 0.453 0.893 -3.577
C 1.668 1.233 -4.050
C 1.818 1.936 -5.240
C 0.689 2.213 -6.009
C -0.547 1.783 -5.603
C 2.894 0.877 -3.254
P 2.594 -0.602 -2.216
H -1.470 1.965 -6.157
H 2.821 2.235 -5.516
H 0.790 2.797 -6.920
H 3.756 0.682 -3.910
H 3.203 1.686 -2.567
H -2.006 -1.431 -5.714
H -2.791 0.785 -4.594
H -0.533 -3.616 -4.467
O -1.786 -2.375 -5.844
H -2.338 -2.599 -6.623
H -0.201 -1.636 -1.975
O -0.264 -3.943 -3.579
H 0.643 -3.582 -3.472
C 3.045 -1.974 -3.317
H 4.085 -1.907 -3.667
H 2.902 -2.883 -2.716
H 2.356 -1.982 -4.172
C 3.937 -0.546 -0.995
H 3.833 -1.458 -0.395
H 4.937 -0.499 -1.449
H 3.767 0.329 -0.357
C -2.876 1.655 -1.381
H -3.860 1.851 -1.826
H -2.961 1.471 -0.302
H -2.215 2.515 -1.557
C -3.274 -1.161 -2.098
H -3.480 -1.382 -1.042
H -4.205 -0.917 -2.626
H -2.776 -2.022 -2.565
C -1.194 -3.543 2.808
C -1.846 -2.165 2.774
C -2.571 -1.932 1.458
C -2.774 -1.987 3.968
O -0.791 -1.162 2.973
Si 0.037 0.022 2.217
S 0.978 -0.659 0.511
O -0.945 1.290 1.836
C -1.324 2.477 2.601
C -1.150 3.678 1.675
C -2.770 2.275 3.031
C -0.473 2.657 3.844
O 1.143 0.475 3.336
C 2.541 0.259 3.687
C 3.333 1.318 2.935
C 2.634 0.431 5.201
C 3.015 -1.139 3.313
H -1.953 -4.335 2.757
H -0.630 -3.686 3.739
H -0.513 -3.681 1.959
H -3.389 -2.665 1.386
H -3.001 -0.922 1.423
H -1.905 -2.065 0.594
H -2.214 -2.087 4.907
H -3.242 -0.995 3.950
H -3.577 -2.733 3.973
H -1.722 3.569 0.747
H -1.483 4.600 2.165
H -0.091 3.813 1.425
H -2.830 1.442 3.743
H -3.135 3.172 3.541
H -3.429 2.067 2.179
H -0.572 1.816 4.542
H 0.587 2.826 3.615
H -0.857 3.556 4.343
H 2.953 2.315 3.199
H 4.403 1.262 3.184
H 3.210 1.167 1.854
H 2.075 -0.367 5.707
H 3.670 0.368 5.561
H 2.239 1.402 5.520
H 2.412 -1.903 3.822
H 2.963 -1.302 2.230
H 4.066 -1.248 3.629
*
```

---

(2)
Density functional theory data (ωB97M-V/def2-TZVPD) for a molecular structure, C23H51As3BaO6 in a non-equilibrium geometry.

As for the highest occupied orbital energy: -12.28 eV. The total energy is -8090.6710 a.u. The calculation puts the orbital gap at 7.770 eV. The LUMO energy is -4.506 eV.

The geometry in ORCA input format:
```
! RIJCOSX wB97M-V def2-TZVPD def2/J DEFGRID3
* xyz 2 1
Ba 1.444 -0.076 -0.442
C 1.519 3.284 -0.687
C 2.927 3.383 -0.138
O 3.187 2.201 0.610
C 4.567 2.027 0.935
C 5.332 1.377 -0.206
O 4.872 0.064 -0.490
C 5.490 -0.980 0.256
C 4.549 -1.572 1.294
O 3.338 -2.044 0.709
C 3.478 -3.283 0.018
C 2.111 -3.657 -0.514
O 1.566 -2.637 -1.355
C 2.071 -2.656 -2.688
C 1.408 -1.527 -3.440
O 1.772 -0.309 -2.783
C 1.432 0.878 -3.496
C 1.972 2.055 -2.714
O 1.308 2.095 -1.452
H 1.289 4.172 -1.279
H 0.819 3.225 0.149
H 2.991 4.265 0.505
H 3.653 3.502 -0.948
H 4.594 1.389 1.817
H 5.024 2.987 1.193
H 6.399 1.380 0.031
H 5.201 1.950 -1.127
H 6.395 -0.628 0.758
H 5.789 -1.749 -0.458
H 4.251 -0.816 2.021
H 5.057 -2.382 1.826
H 3.825 -4.061 0.704
H 4.202 -3.193 -0.797
H 1.424 -3.747 0.325
H 2.157 -4.611 -1.044
H 1.839 -3.610 -3.169
H 3.155 -2.503 -2.700
H 0.320 -1.651 -3.425
H 1.754 -1.524 -4.475
H 0.345 0.956 -3.608
H 1.882 0.870 -4.492
H 1.797 2.976 -3.274
H 3.051 1.917 -2.580
C -1.866 2.331 -0.903
As -1.609 0.495 -0.272
C -2.578 -0.364 -1.744
C -2.983 0.700 1.144
C -3.668 -0.426 1.927
C -4.167 -1.540 1.001
C -2.822 -1.000 3.083
As -1.292 -2.284 3.029
C -1.256 -3.020 1.192
C 0.199 -0.984 2.812
C -4.886 0.223 2.624
As -6.355 1.300 1.775
C -6.359 0.845 -0.146
C -5.420 3.026 1.566
H -2.908 2.461 -1.197
H -1.238 2.550 -1.765
H -1.642 3.044 -0.110
H -3.641 -0.134 -1.668
H -2.452 -1.445 -1.751
H -2.205 0.048 -2.683
H -3.764 1.227 0.593
H -2.549 1.423 1.843
H -3.376 -1.888 0.338
H -5.000 -1.190 0.393
H -4.521 -2.387 1.592
H -3.521 -1.530 3.734
H -2.436 -0.175 3.692
H -0.452 -3.755 1.171
H -1.097 -2.274 0.410
H -2.183 -3.559 1.007
H 0.649 -0.801 3.786
H -0.162 -0.032 2.413
H 0.959 -1.418 2.161
H -4.533 0.900 3.410
H -5.435 -0.568 3.139
H -6.802 -0.135 -0.318
H -5.385 0.896 -0.635
H -7.011 1.585 -0.611
H -4.934 3.310 2.499
H -6.172 3.782 1.342
H -4.684 3.031 0.760
*
```